1.
ORCA calculation (ωB97M-V/def2-TZVPD) on a structure of composition C44H47BrN3O5PbTe at a distorted geometry.

Last column: Löwdin charge in e.
Atoms and positions in Å:
H -0.1012 -2.6405 -4.3321  0.06
H -3.2137 -7.2320 -0.3618  0.07
C 5.8213 -0.3153 2.1112  -0.06
C -4.0562 -0.3217 -7.7297  -0.05
H 3.5297 6.2811 0.4208  0.11
H 1.9086 -1.4461 8.6986  0.11
C 4.5877 -0.6908 1.6245  -0.21
H 0.9124 0.4002 3.8032  0.13
C -1.9604 -2.7009 -1.4243  -0.35
H 0.7109 -3.2554 -0.4442  0.03
C -0.9450 0.0780 7.5903  -0.10
H -4.4678 -1.3763 -2.5498  0.09
C -3.3587 -2.7533 -1.3192  -0.28
H -2.1495 1.9439 -2.9397  0.06
H -3.5365 1.1210 -2.2249  0.06
C -3.2361 -5.1288 -0.8190  -0.26
C 0.3409 5.7257 -0.4989  -0.01
N 2.7465 -0.9210 6.0471  0.17
H 5.7699 0.2489 -0.5844  0.10
H 4.7436 4.3829 0.6817  0.08
H -1.2598 -5.9362 -0.7141  0.12
H -2.5273 0.4525 0.5581  0.05
C -1.9755 -1.7237 -4.8558  -0.29
O 2.1786 1.4600 0.5228  -0.10
H 2.4255 8.3696 0.0502  0.07
H -3.7777 2.2746 -3.5393  0.08
H 0.6716 -3.5002 -2.2042  0.06
C -3.9312 -6.4268 -0.5104  -0.05
H -1.5205 -3.5758 -3.8509  0.07
C 3.4567 -0.7861 2.4575  -0.18
H 0.6549 8.3951 0.0945  0.08
H 5.0478 -1.0312 -1.5832  0.09
C 2.6343 5.7343 0.1467  -0.01
H 1.4936 8.1904 -1.4401  0.08
H 6.2829 -1.4484 -0.3777  0.10
H -1.0349 -3.5250 -5.5453  0.08
O 1.0182 1.5880 -1.3364  -0.18
C 1.5750 -0.6600 6.7249  -0.23
Pb 1.8323 -0.6326 -0.6528  1.40
H 6.6813 -0.2309 1.4645  0.10
C -3.1182 1.4950 -3.1602  -0.07
H -0.5706 6.2695 -0.7237  0.12
C 5.9557 -0.0457 3.4645  -0.67
H -2.4942 0.2828 2.3366  0.08
C -2.1660 -0.7350 -3.8893  -0.31
H -4.1675 1.3675 -5.6283  0.12
C -4.2481 -1.5509 -1.4952  -0.07
C -0.0489 -0.5644 8.4568  -0.10
C 0.3187 4.3417 -0.4889  -0.19
C -1.8539 -5.0466 -0.8912  -0.01
C -1.2023 -3.8547 -1.1888  -0.30
C 3.9223 3.6678 0.6453  -0.04
C -0.9839 3.6233 -0.7193  -0.03
O -0.1902 -0.7607 2.4034  -0.05
Br 7.6685 0.4287 4.1288  0.74
C -2.2873 -0.2094 1.3884  -0.01
H 3.7776 3.2553 1.6449  0.09
O 2.3291 -1.2678 1.8573  -0.06
C 1.2135 -0.9401 8.0417  -0.02
H -0.8993 2.9533 -1.5685  0.05
C 5.4381 -0.7922 -0.5961  -0.07
C 1.5036 6.4397 -0.2285  -0.26
O 4.3743 -1.0071 0.3124  -0.23
H -1.9244 0.3580 7.9568  0.10
H -5.1919 -1.6981 -0.9711  0.09
H -1.7945 4.3297 -0.8939  0.08
H -4.6008 -6.7049 -1.3255  0.08
H -5.0497 -4.0050 -0.9541  0.12
H 0.6759 -4.8830 -1.0987  0.08
C 1.5022 3.6385 -0.1939  -0.05
C -3.3937 -0.4776 -6.3882  -0.27
H 4.2048 2.8351 0.0051  0.07
H 4.9640 0.0789 5.3651  0.11
Te -1.0047 -0.8597 -1.9550  1.58
N 1.3251 0.0993 4.6706  0.18
H -1.2982 0.8460 5.6021  0.11
H -0.3594 -0.7749 9.4723  0.10
H -3.7463 -1.1046 -8.4204  0.07
C -2.5988 -1.5736 -6.0943  -0.01
C -0.6091 0.3590 6.2802  -0.02
C 0.6607 -0.0244 5.8642  -0.19
H -3.8062 0.6435 -8.1724  0.08
C -2.9490 0.3878 -4.1671  -0.31
H -2.9032 -1.1081 1.3199  0.09
C 0.3009 -3.8715 -1.2458  -0.08
C -3.5591 0.4960 -5.4094  -0.02
C 3.6152 -0.4695 3.8106  -0.05
N -0.2661 -0.8032 0.1572  -0.32
C 4.8794 -0.1213 4.3076  -0.07
H -2.4439 -2.3350 -6.8514  0.11
H -3.7687 -0.6569 -1.0995  0.02
H -5.1421 -0.3661 -7.6285  0.08
C 2.6564 4.3424 0.1853  -0.18
C -3.9676 -3.9690 -1.0273  -0.01
C 2.5524 -0.4778 4.8309  -0.27
C -1.1094 -2.9366 -4.6317  -0.06
C 1.5234 7.9355 -0.3786  -0.05
H -4.5333 -6.3300 0.3943  0.08
H -1.2329 3.0137 0.1529  0.09
C 1.5584 2.1490 -0.3352  -0.61
C -0.8266 -0.6027 1.3273  -0.64
H 1.4173 -1.0961 2.2788  0.07

For the total energy, the calculation gives -143683.4035 eV. As for the multiplicity: 2. The highest occupied orbital energy (alpha / beta) is -7.97 / -7.98 eV. The energy above the lowest of the compared OMol25 structures with the same formula, charge and spin is 0.0967 eV. As for the molar mass: 1112.6 g mol⁻¹. The value obtained for the frontier orbital gap (alpha / beta) is 8.139 / 6.190 eV.

=====

2.
ORCA calculation (ωB97M-V/def2-TZVPD) on the molecule C4H3BrO at a distorted geometry.

Last column: Löwdin charge in e.
Atoms and positions in Å:
C 0.3376 -0.1523 0.2529  -0.41
Br 3.2024 -0.2747 0.1742  0.54
H 0.7596 0.1440 1.2662  0.13
C 1.4195 -0.6935 -0.4679  -0.46
H -1.0554 -0.6080 -1.3676  0.18
O -0.9757 2.1120 0.2030  0.23
C -1.0465 -0.4149 -0.2210  -0.07
H -1.8032 -1.0910 0.1422  0.12
C -0.8382 0.9784 0.0181  -0.26

For the total energy, the calculation gives -76280.8426 eV. As for the multiplicity: 1. The highest occupied orbital energy is -8.31 eV. The energy above the lowest of the compared OMol25 structures with the same formula, charge and spin is 4.0597 eV. As for the molar mass: 147.0 g mol⁻¹. The value obtained for the frontier orbital gap is 7.740 eV.

=====

3.
ORCA calculation (ωB97M-V/def2-TZVPD) on a structure of composition C44H43N3O6S3SiSr at a distorted geometry.

Last column: Löwdin charge in e.
Atoms and positions in Å:
H 5.2357 -2.2728 3.3372  0.02
C 1.2222 4.9214 -1.1049  -0.01
H 5.1168 -1.6925 1.6564  0.00
C 0.8601 3.1486 0.4421  -0.10
C -4.0124 3.2957 0.5461  0.08
H -3.2963 3.5227 1.3257  0.13
C 0.9780 1.0526 -5.1764  -0.01
O -1.8353 1.5459 0.8183  -0.16
N 0.7734 2.2488 -0.5178  0.05
H 1.3925 5.9652 -1.3435  0.12
C 1.1000 4.5068 0.1924  -0.03
H -0.9496 0.6741 3.3413  0.11
C 5.3253 0.3264 5.0394  -0.20
H 1.1722 5.2018 1.0178  0.11
S 2.7217 -0.3998 0.5897  0.56
H 1.2650 3.7297 -5.5498  0.11
H 1.0138 -5.6816 0.4561  0.09
H -6.8708 6.3885 0.2183  0.13
C -5.9039 2.6375 -1.4630  0.02
C 3.0737 -4.0838 3.4358  -0.09
C 1.1762 3.4435 -4.5077  -0.02
C -2.4833 1.4894 -0.2707  -0.63
H -1.6443 -3.6552 -1.2444  0.08
C 0.8702 1.6422 -2.8565  -0.13
H 0.3957 -5.3522 -1.1689  0.09
C 2.0581 0.0272 2.1441  -0.76
H 2.7980 0.6753 5.3957  0.09
H -2.2527 -5.2935 -1.2744  0.12
C 0.9997 2.0481 -4.1868  -0.14
C -5.1942 3.9683 0.4100  -0.21
H 1.0713 1.3395 -6.2175  0.12
H -6.3511 -1.6415 -3.7788  0.11
H 0.6561 -1.6058 -3.1260  0.11
C -1.0115 -4.8340 0.4274  -0.23
C -5.3288 -1.6598 -3.4210  -0.08
C 0.7291 -2.8818 2.5272  -0.09
C 2.8218 -4.0051 2.0742  -0.09
H -7.6978 5.2883 1.3725  0.13
H -1.6824 -1.6505 -2.1216  0.08
C -2.6994 -1.6706 -2.4940  -0.08
O 0.3017 -2.3939 -0.4634  -0.69
C 0.9940 -2.9573 3.8901  -0.06
H 6.4170 0.2301 5.0829  0.03
O -5.6615 5.0100 1.1706  0.03
N 0.7359 0.3379 -2.5029  0.07
O -2.1137 0.8144 -1.2839  -0.18
H -4.4746 -1.2706 -5.3514  0.10
S -3.5115 -2.1639 0.1226  1.03
H 0.8553 -1.0535 -5.5553  0.11
O -7.2089 4.4637 -0.4594  0.03
C 1.1310 3.9853 -2.1480  -0.14
H 1.3943 5.4126 -3.7736  0.12
O -2.1446 -1.6660 0.5258  -0.61
H -4.4421 1.1602 -2.0619  0.11
C -3.7661 2.2623 -0.3720  -0.12
C 0.8289 0.7032 4.5499  -0.08
H -3.5075 -4.3501 1.0271  0.09
H -1.3101 -5.7732 0.8999  0.12
C -5.0704 -1.8660 -2.0721  -0.09
C -2.0555 -4.4420 -0.6174  -0.22
C -4.2742 -1.4515 -4.3021  -0.07
H 5.0614 1.3005 5.4666  0.03
C 2.2178 0.5371 4.4881  -0.09
C 0.8571 -0.2621 -4.8170  -0.05
C -2.9647 -1.4536 -3.8371  -0.05
H 4.8983 -0.4560 5.6789  0.03
Si 4.7479 0.1396 3.2709  0.46
C 0.7415 -0.5718 -3.4552  -0.13
C -3.7555 -1.8868 -1.6255  -0.39
H 6.4739 1.6019 2.2648  0.03
H 5.0263 2.5195 2.7357  0.03
H -4.2527 -4.2626 -0.5750  0.09
C 1.6431 -3.4186 1.6362  -0.42
C -3.3776 -3.9724 0.0089  -0.30
S 1.3465 -3.4350 -0.1277  0.98
H -0.1625 -2.3870 2.1646  0.09
H -6.6369 2.3960 -2.2216  0.12
C 5.4831 -1.4485 2.6585  -0.19
H 3.9944 -4.5337 3.7864  0.11
Sr -0.3082 -0.0507 -0.0517  1.40
H 0.7208 2.7862 1.4560  0.11
C -6.9269 5.3764 0.6118  -0.12
H 0.3228 0.9672 5.4696  0.09
H 0.2936 -2.5252 4.5942  0.11
C 2.1587 -3.5623 4.3441  -0.07
H 2.3666 -3.6071 5.4069  0.11
C -4.6885 1.9460 -1.3559  -0.01
H -5.8878 -1.9937 -1.3684  0.11
H 3.5470 -4.3770 1.3576  0.12
H 5.0013 1.5183 1.2656  0.01
C 0.4060 -4.9957 -0.1345  -0.30
H -2.1444 -1.2658 -4.5202  0.10
C 0.9199 2.6501 -1.8005  -0.13
H -1.0065 -4.0855 1.2155  0.08
H 6.5748 -1.3456 2.6301  0.03
C 2.8667 0.2115 3.3083  -0.25
C -6.1167 3.6464 -0.5610  -0.23
C 0.1283 0.5320 3.3810  -0.16
C 1.2461 4.3653 -3.5341  -0.02
C 5.3771 1.5819 2.2912  -0.18
N 0.7102 0.1996 2.2165  -0.11

For the total energy, the calculation gives -104305.8454 eV. As for the multiplicity: 1. The highest occupied orbital energy is -6.50 eV. The energy above the lowest of the compared OMol25 structures with the same formula, charge and spin is 0.4312 eV. As for the molar mass: 921.8 g mol⁻¹. The value obtained for the frontier orbital gap is 6.665 eV.

=====

4.
ORCA calculation (ωB97M-V/def2-TZVPD) on a cluster of 2 separate species, CH6N2S2 in total at a distorted geometry.

Last column: Löwdin charge in e.
Atoms and positions in Å:
S 0.3392 -1.3664 1.9367  0.23
H 0.2322 -1.5231 3.2655  -0.21
H -2.3025 -1.6269 1.8664  -0.20
H 1.4211 -0.2303 -0.2100  0.04
H 0.1995 1.9421 -1.7745  0.10
S -1.5450 -0.5322 1.6003  0.23
C 0.3072 0.8980 -1.4993  -0.40
N 1.3177 0.7410 -0.5650  0.05
N -0.4143 -0.0513 -1.9886  0.05
H 1.3981 1.4426 0.1496  0.07
H -0.9531 0.3066 -2.7810  0.03

For the total energy, the calculation gives -25784.5808 eV. As for the SMILES: [H]/N=C/N.SS. As for the multiplicity: 1. The highest occupied orbital energy is -9.29 eV. The energy above the lowest of the compared OMol25 structures with the same formula, charge and spin is 0.3282 eV. As for the molar mass: 110.2 g mol⁻¹. The value obtained for the frontier orbital gap is 9.536 eV.

=====

5.
ORCA calculation (ωB97M-V/def2-TZVPD) on the molecule C5H8N2 at a distorted geometry.

Last column: Löwdin charge in e.
Atoms and positions in Å:
H 0.3628 1.9472 -0.2415  0.12
H 0.2877 0.9827 -1.7194  0.12
H 2.1360 0.4093 0.6799  0.08
C 0.5057 0.9407 -0.6489  -0.19
N -1.7948 -1.5957 0.3839  -0.02
C -1.5414 -1.0179 1.6755  -0.13
H -0.3496 0.8127 1.9915  0.09
H -2.7658 -1.6477 0.7088  0.11
H -1.1321 -1.0874 -1.6729  0.14
C 1.9252 0.4477 -0.3931  -0.07
C -0.7387 0.0411 1.3477  -0.17
N -0.4859 0.0771 -0.0193  -0.11
H 2.0622 -0.5575 -0.8032  0.08
H 2.6492 1.1186 -0.8660  0.08
C -1.1855 -0.8887 -0.6059  -0.11

For the total energy, the calculation gives -8291.7726 eV. As for the multiplicity: 1. The highest occupied orbital energy is -7.81 eV. The energy above the lowest of the compared OMol25 structures with the same formula, charge and spin is 3.2237 eV. As for the molar mass: 96.1 g mol⁻¹. The value obtained for the frontier orbital gap is 8.546 eV.

=====

6.
ORCA calculation (ωB97M-V/def2-TZVPD) on the molecule C5H8O2.

Last column: Löwdin charge in e.
Atoms and positions in Å:
O -0.2908 1.6951 0.6792  -0.13
H -2.0474 1.1075 1.5471  0.13
H -0.4881 -2.9053 0.2864  0.09
C -1.0445 0.7023 1.3559  -0.26
C 0.5540 1.2729 -0.3798  -0.21
H 1.6520 -0.4482 -1.1075  0.13
H -0.8491 -0.7812 -0.9017  0.18
C -0.1360 -1.0636 -0.0673  -0.47
C -1.0686 -0.7124 1.0009  0.14
H 1.7351 -0.2483 0.6513  0.13
H 1.3763 1.9925 -0.4229  0.12
H -0.6095 0.5404 2.3744  0.15
H 0.0028 1.3469 -1.3329  0.12
C 1.0766 -0.1531 -0.2228  -0.11
O 0.2234 -2.4187 -0.1518  -0.03

For the total energy, the calculation gives -9405.7392 eV. As for the multiplicity: 1. The highest occupied orbital energy is -8.97 eV. The energy above the lowest of the compared OMol25 structures with the same formula, charge and spin is 4.0929 eV. As for the molar mass: 100.1 g mol⁻¹. The value obtained for the frontier orbital gap is 9.015 eV.

=====

7.
ORCA calculation (ωB97M-V/def2-TZVPD) on a structure of composition C4H4NO5 at a distorted geometry.

Last column: Löwdin charge in e.
Atoms and positions in Å:
H 1.7488 -0.2471 -0.1905  0.16
O 0.0735 -2.1762 -1.4007  -0.03
O -1.9518 -1.8829 -0.2955  0.07
O 0.0865 1.4022 1.6165  0.04
C -0.8399 -1.4619 -0.4608  -0.46
H 0.7937 0.3719 -1.4814  0.13
N 0.8568 0.2825 -0.4629  0.09
O -1.8517 0.0623 1.8412  0.08
O 1.7687 2.4223 0.5130  -0.08
C -0.8649 0.3418 1.2004  -0.42
H -0.1094 2.4506 -0.2276  0.16
C 0.6517 1.9062 0.5067  -0.57
H -0.0967 -3.1165 -1.3259  0.06
C -0.2653 -0.3551 0.1676  -0.22

For the total energy, the calculation gives -15941.1036 eV. Its net charge is -1. As for the multiplicity: 1. The highest occupied orbital energy is -4.30 eV. The energy above the lowest of the compared OMol25 structures with the same formula, charge and spin is 1.1304 eV. As for the molar mass: 146.1 g mol⁻¹. The value obtained for the frontier orbital gap is 7.800 eV.

=====

- Which of these has the highest multiplicity?
  C44H47BrN3O5PbTe